[1]
Here is a molecular structure, C26H58HfP4Se in a non-equilibrium geometry from the Open Molecules 2025 dataset. Energies are from ωB97M-V/def2-TZVPD.

Summary:
E ... -4838.7810 hartree
ΔE to the lowest compared entry with this formula, charge and spin ... 21.5 kJ/mol
Charge ... +4
Multiplicity ... 1
HOMO ... -19.3 eV
Frontier orbital gap ... 4.47 eV

Last column: Mulliken charge in e.
Element x y z (Å)
Hf1 1.00415 -0.11745 -0.50282  0.298
P1 -1.17681 -0.36952 1.13019  0.839
P2 1.75060 -2.56231 -0.47924  1.038
P3 -0.83298 -0.65737 -2.32357  0.503
H1 -1.24948 4.62948 0.83938  0.430
C1 -1.86008 3.71794 0.94422  0.019
C2 -2.17391 3.33829 2.31616  -0.449
H2 -1.59304 3.77113 3.12824  0.343
C3 -1.12833 0.23210 2.85591  -0.627
C4 -1.63653 -2.12527 1.42066  -1.477
C5 -2.78672 0.36322 0.64393  -0.728
C6 3.11361 -2.97138 -1.63908  -1.231
C7 2.42103 -3.23213 1.08662  -1.182
C8 0.56304 -3.88953 -0.92486  -1.211
C9 -1.67056 0.86968 -2.89603  -0.919
C10 -2.24728 -1.80847 -2.14066  -1.459
C11 -0.15897 -1.26384 -3.91968  -0.900
H3 -2.72273 3.75694 0.25984  0.486
H4 -3.14719 2.90768 2.55020  0.423
H5 -1.48123 1.27426 2.89949  -0.020
H6 -0.10870 0.18096 3.25309  -0.131
H7 -1.78046 -0.39198 3.48157  0.653
H8 -0.74581 -2.71293 1.68084  0.413
H9 -2.10911 -2.56320 0.53321  0.318
H10 -2.34203 -2.16056 2.26279  0.618
H11 -2.85436 1.37853 1.05888  -0.151
H12 -3.60088 -0.25244 1.05088  0.580
H13 -2.89082 0.42210 -0.44404  0.029
H14 3.61639 -3.87984 -1.27982  0.551
H15 3.83807 -2.15042 -1.69756  0.246
H16 2.71324 -3.14974 -2.64521  0.374
H17 2.99741 -4.14021 0.86444  0.612
H18 1.60435 -3.47684 1.77794  0.378
H19 3.07796 -2.49776 1.56963  0.182
H20 1.07847 -4.85759 -0.85700  0.543
H21 0.19553 -3.75334 -1.94911  0.357
H22 -0.29076 -3.89235 -0.23758  0.348
H23 -2.55244 0.58645 -3.48745  0.585
H24 -0.98363 1.46202 -3.51220  0.145
H25 -1.98135 1.48802 -2.04605  0.180
H26 -2.75608 -1.85990 -3.11336  0.610
H27 -2.95849 -1.46466 -1.38319  0.434
H28 -1.89574 -2.81138 -1.87056  0.365
H29 -1.00435 -1.58583 -4.54350  0.570
H30 0.52056 -2.11104 -3.76705  0.242
H31 0.39062 -0.46468 -4.43281  0.191
C12 1.55038 2.04096 -3.38468  0.171
C13 1.04627 3.17275 -2.74777  0.197
C14 0.41781 4.16563 -3.50943  -0.627
C15 0.34782 4.03497 -4.90252  -0.648
C16 0.91377 2.92194 -5.53959  -0.710
C17 1.53536 1.92484 -4.78035  -0.576
Se1 2.28705 0.48278 -2.32457  -0.116
H32 -1.13275 2.76791 0.51997  -0.131
H33 1.11901 3.25701 -1.66279  0.248
H34 -0.00603 5.04148 -3.01385  0.480
H35 -0.14156 4.81105 -5.49364  0.452
H36 0.87656 2.83188 -6.62655  0.453
H37 2.00545 1.06354 -5.25654  0.629
C18 1.87219 3.87128 0.87077  -1.165
C19 2.30190 2.85825 1.93248  0.115
C20 1.24272 2.78416 3.02715  -1.247
P4 2.73581 1.21949 1.16100  1.204
C21 4.27683 1.70368 0.19254  0.596
C22 5.09468 2.89668 0.71044  -1.455
C23 5.19770 0.50485 -0.06999  -1.633
C24 3.47164 0.21438 2.55940  0.386
C25 4.47410 0.98100 3.43327  -1.449
C26 2.41977 -0.47812 3.43165  -1.389
H38 1.83657 4.87581 1.32098  0.649
H39 0.86155 3.64447 0.50363  -0.717
H40 2.54589 3.91769 0.00773  0.464
H41 3.23900 3.19959 2.39604  0.945
H42 0.25734 2.53146 2.61590  -0.268
H43 1.48768 2.07563 3.82604  0.185
H44 1.14228 3.77674 3.49356  0.670
H45 3.82988 1.99846 -0.77770  0.024
H46 5.53190 2.70392 1.69800  0.200
H47 5.93034 3.06378 0.01474  0.508
H48 4.52359 3.82985 0.75789  0.357
H49 4.66845 -0.36590 -0.48147  0.290
H50 5.95139 0.80364 -0.81368  0.511
H51 5.73960 0.19586 0.83550  0.340
H52 4.02520 -0.56865 2.01615  0.515
H53 4.05481 1.91524 3.82983  0.282
H54 4.73259 0.35108 4.29634  0.519
H55 5.41177 1.20280 2.91235  0.294
H56 1.64972 -0.99777 2.84567  0.022
H57 2.92243 -1.23916 4.04965  0.583
H58 1.93015 0.22174 4.12043  0.420

[2]
Here is a molecular structure, C26H58P4SeTc in a non-equilibrium geometry from the Open Molecules 2025 dataset. Energies are from ωB97M-V/def2-TZVPD.

Summary:
E ... -4871.3545 hartree
ΔE to the lowest compared entry with this formula, charge and spin ... 553.8 kJ/mol
Charge ... +4
Multiplicity ... 4
<S²> ... 3.768
HOMO (alpha / beta) ... -19.0 / -18.9 eV
Frontier orbital gap (alpha / beta) ... 6.81 / 2.56 eV

Last column: Mulliken charge in e.
Element x y z (Å)
Tc1 -0.62648 1.30001 -0.69521  0.537
P1 -1.94150 2.00103 0.97377  0.358
P2 -2.24555 -0.11921 -1.59825  0.883
P3 -0.83444 2.77138 -2.32246  0.868
H1 4.95227 2.28945 1.10857  0.381
C1 4.37585 3.18593 1.38516  -0.578
C2 3.03788 3.21639 1.49191  0.115
H2 2.42373 2.34392 1.48888  0.295
C3 -1.81174 0.93189 2.45225  -0.685
C4 -3.76501 2.22557 0.79009  -1.471
C5 -1.44923 3.65201 1.57857  -1.091
C6 -1.99796 -1.42911 -2.89676  -1.338
C7 -3.00574 -1.23336 -0.32660  -0.726
C8 -3.78551 0.57826 -2.37281  -1.738
C9 0.44652 4.04861 -2.17078  -1.063
C10 -2.37171 3.76158 -2.45227  -1.302
C11 -0.61305 2.13520 -4.01323  -1.088
H3 4.97698 4.05557 1.62479  0.353
H4 2.56068 4.18157 1.74384  0.324
H5 -0.75380 0.80771 2.73186  0.333
H6 -2.24390 -0.06163 2.25371  -0.060
H7 -2.36238 1.42780 3.26382  0.540
H8 -4.28024 1.28482 0.56465  0.381
H9 -3.97904 2.95262 -0.00417  0.375
H10 -4.12619 2.61593 1.75164  0.572
H11 -0.44413 3.60798 2.00969  0.307
H12 -2.17465 3.95691 2.34112  0.518
H13 -1.44732 4.37961 0.75976  0.350
H14 -2.94917 -1.71261 -3.38826  0.493
H15 -1.57911 -2.35256 -2.46960  0.340
H16 -1.30063 -1.09095 -3.67321  0.363
H17 -3.81111 -1.84190 -0.75776  0.568
H18 -3.42877 -0.66538 0.50561  0.233
H19 -2.23972 -1.91008 0.07356  -0.352
H20 -4.49825 -0.22314 -2.63402  0.563
H21 -3.55251 1.11154 -3.30270  0.477
H22 -4.30321 1.27391 -1.70539  0.320
H23 0.30790 4.74355 -3.01106  0.541
H24 1.44541 3.58911 -2.19926  0.258
H25 0.31650 4.57425 -1.21466  0.321
H26 -2.19414 4.50645 -3.24251  0.531
H27 -2.57471 4.26760 -1.49709  0.331
H28 -3.22295 3.12254 -2.72409  0.342
H29 -0.33780 3.00171 -4.64580  0.519
H30 -1.55121 1.69672 -4.40631  0.358
H31 0.18708 1.37104 -4.02799  0.174
C12 2.54401 0.33064 -2.35957  0.440
C13 2.95648 1.25682 -1.38649  0.843
C14 4.04569 2.08095 -1.62013  -0.123
C15 4.77313 1.96771 -2.80119  -0.846
C16 4.41842 1.00523 -3.74781  -0.643
C17 3.31620 0.18831 -3.53284  -0.596
Se1 1.14748 -0.89541 -1.96415  0.375
H32 0.36796 -0.23266 -0.58916  -0.157
H33 2.46809 1.24778 -0.40871  -0.631
H34 4.35313 2.74689 -0.81283  0.105
H35 5.64348 2.59750 -2.97189  0.460
H36 5.03978 0.86169 -4.63019  0.452
H37 3.09493 -0.61049 -4.23298  0.535
C18 -2.42098 -3.34240 2.59287  -1.417
C19 -0.97236 -3.09411 3.00394  0.250
C20 -0.94973 -2.18496 4.24349  -1.399
P4 0.09245 -2.44210 1.57735  0.946
C21 1.63552 -1.94625 2.53426  0.516
C22 2.21006 -3.00577 3.49058  -1.759
C23 2.70276 -1.37096 1.58071  -1.438
C24 0.65956 -4.08827 0.87344  0.428
C25 -0.47275 -5.00344 0.40585  -1.644
C26 1.69632 -3.87869 -0.24913  -1.103
H38 -2.52052 -4.07944 1.78810  0.296
H39 -2.89637 -2.41587 2.24944  0.180
H40 -3.00473 -3.68993 3.45660  0.490
H41 -0.50063 -4.05037 3.27476  0.637
H42 -1.59902 -2.61703 5.02052  0.507
H43 0.05242 -2.08814 4.67633  0.346
H44 -1.31604 -1.17465 4.02394  0.189
H45 1.28525 -1.10650 3.15308  0.560
H46 2.88660 -3.68812 2.96014  0.496
H47 2.81348 -2.49856 4.25386  0.385
H48 1.45993 -3.60687 4.01558  0.451
H49 2.28553 -1.11624 0.58729  0.256
H50 3.11684 -0.45027 2.02207  0.364
H51 3.53883 -2.07433 1.44605  0.402
H52 1.15788 -4.55486 1.73681  0.367
H53 -1.17203 -4.51840 -0.29054  0.273
H54 -0.01966 -5.85637 -0.11357  0.527
H55 -1.03055 -5.41621 1.25006  0.360
H56 2.69409 -3.63329 0.14224  0.195
H57 1.80371 -4.80430 -0.83196  0.502
H58 1.38742 -3.07849 -0.95722  -0.109

Question: What is the formula in the first record?
Answer: C26H58HfP4Se